[1]
A 15-piece molecular cluster, C6H41NO14 overall. Source: the OMol25 dataset; level of theory: the ωB97M-V functional and the def2-TZVPD basis.

Computed properties:
Total charge ... 0
HOMO-LUMO gap ... 8.130 eV

Geometry (Å):
O: -3.21400 -1.79855 0.63947
O: 1.21957 3.67289 -0.49969
O: -2.73721 1.14033 0.56588
O: 2.98424 -0.21594 -1.28120
O: -1.15309 0.69670 3.40948
O: 4.44281 -0.41251 1.25521
O: -0.66811 -3.77007 -1.22889
O: 0.00139 2.60802 1.99675
O: -1.77849 -2.28139 -3.64470
O: 2.66086 2.55488 1.45494
O: 2.00654 -2.52677 -1.72126
O: -1.85465 4.42762 0.32527
O: 1.56528 1.81304 -3.37176
O: -3.78549 -1.21655 -2.05422
N: 1.10022 -0.15534 1.74310
C: 0.12205 -0.00179 -0.42506
C: -0.44934 -0.54951 -1.72623
C: -1.37324 0.52214 -2.27951
C: 1.63670 -1.10997 2.71330
C: 0.69548 -0.74443 0.54353
C: 0.35074 -1.89015 3.33481
H: 4.73453 -1.01587 0.59288
H: 2.85506 0.13617 -2.26887
H: 0.05261 -3.23092 -1.43748
H: 3.52392 -0.44579 1.26513
H: -0.48527 -4.55741 -1.61286
H: -1.92424 0.28735 -3.16581
H: -1.97491 0.78950 -1.37473
H: 1.84298 2.83249 1.89681
H: -3.78767 -2.40204 1.18934
H: 2.31417 -1.73392 2.16474
H: 0.26182 -0.85792 -2.54522
H: 0.25459 0.42760 2.12365
H: -2.66254 -2.04959 -3.26660
H: 2.71470 1.63561 1.66267
H: -3.84006 -1.97743 -1.58670
H: -3.61914 -0.60974 -1.34258
H: 2.64886 -2.56623 -2.43942
H: -1.00682 -1.58462 -1.70950
H: -0.44701 1.95667 1.41647
H: -3.08093 0.38326 0.95984
H: 2.17266 -1.63843 -1.28454
H: 0.89370 -1.78585 0.60715
H: -0.71268 1.38929 -2.65920
H: -2.56661 3.75188 0.24902
H: 1.03572 2.37443 -2.81733
H: -0.60276 1.29021 3.81925
H: 2.25855 -0.57098 3.61368
H: 0.02128 -1.44182 4.25360
H: -1.21260 -0.20465 3.86444
H: 2.39522 0.51981 -0.93678
H: -3.51227 1.72239 0.88989
H: 0.76923 -2.76417 3.68328
H: 1.48604 2.84675 -0.06668
H: -0.34042 3.50370 2.04669
H: -0.01553 1.12457 -0.33024
H: -2.31239 -2.13412 0.53800
H: 0.92559 1.10994 -3.75541
H: 2.08601 4.14466 -0.65286
H: -1.06835 4.06470 -0.10994
H: -1.38201 -1.39933 -3.78541
H: -0.46536 -2.08278 2.56241

[2]
An isolated ion of composition C4H9N2 and charge +1. Source: the OMol25 dataset; level of theory: the ωB97M-V functional and the def2-TZVPD basis.

Computed properties:
Total charge ... +1
HOMO-LUMO gap (spin up / spin down) ... 8.277 / 7.764 eV

Geometry (Å):
N: 2.11575 0.14495 -0.22483
N: -0.31100 1.34326 -0.57609
C: 1.46192 -0.60252 0.88841
C: 1.12753 0.81024 0.39495
C: -1.74280 -0.62501 0.19712
C: -0.80668 0.09431 -0.80059
H: -0.41764 -0.19073 -1.74771
H: -1.19298 -0.91350 1.06774
H: 0.77010 -1.32436 0.63847
H: 0.05364 1.97614 -1.32300
H: 1.95091 -0.71733 1.89782
H: 2.52177 -0.23885 -1.03547
H: -2.21670 -1.54779 -0.29455
H: -2.54738 0.02140 0.57951
H: -0.76643 1.76980 0.33822

[3]
C52H44N6O4S4SbV as an isolated structure. Source: the OMol25 dataset; level of theory: the ωB97M-V functional and the def2-TZVPD basis.

Computed properties:
Total charge ... -1
Multiplicity ... 4
HOMO-LUMO gap (spin up / spin down) ... 4.620 / 5.238 eV

Geometry (Å):
Sb: 2.80922 -0.76106 1.49683
V: -0.44824 0.41035 -0.30903
S: 2.26292 -2.38053 -1.53655
S: 4.97459 -0.90727 0.87698
S: 1.86594 0.57926 -0.26076
S: 1.87314 -3.12533 0.34008
O: 3.07540 -2.52939 6.64867
O: 3.36060 2.83423 -7.90207
O: -4.76574 -6.90368 -3.74039
O: -2.60870 8.91413 2.12003
N: 1.44472 -4.88229 -2.15492
N: -0.94123 1.30020 1.43046
N: -0.75824 -0.43213 -2.12138
N: -0.56878 2.18550 -1.23071
N: -1.16845 -1.33908 0.48589
N: 1.91823 -3.59359 -3.88003
C: -1.30472 3.61128 0.62877
C: -1.33566 2.61588 1.62164
C: -2.35096 7.63341 1.71456
C: 3.08824 2.53903 -5.59081
C: -0.01540 3.82648 -2.71517
C: -3.07223 -6.10536 -2.18201
C: 0.59992 -2.55394 3.92119
C: -1.90129 -2.53419 -1.54106
C: -3.67750 9.58542 1.48901
C: -4.27624 -4.61558 -3.63213
C: -0.55347 4.44036 -1.63006
C: -1.66626 5.00235 1.02152
C: -1.83629 -2.81939 2.06810
C: -4.02881 -5.90454 -3.16863
C: 1.86606 -3.67120 -2.53969
C: -0.22199 0.08908 -3.26746
C: 1.20718 2.10504 -7.02526
C: -2.30019 -3.27769 0.85694
C: -1.31657 -1.66470 -2.44069
C: 2.08149 -2.17227 5.77538
C: 2.60964 -2.55466 -4.60911
C: 3.93519 -3.56961 6.21954
C: 2.84052 2.71408 -9.20675
C: -4.61908 -8.20054 -3.20063
C: 0.65018 -0.41745 4.96501
C: -1.62601 2.80173 2.99582
C: 1.64758 -4.89739 -4.46801
C: 0.99437 1.78975 -4.62275
C: 1.59488 -0.87353 5.86139
C: -0.65116 -0.70373 2.81894
C: -0.97610 5.68766 2.02535
C: -3.04788 6.97717 0.70954
C: 0.12612 -1.23166 3.94091
C: -3.58567 -3.54367 -3.10082
C: -0.34880 -0.88832 -4.32949
C: 0.97428 -5.64521 -3.30985
C: -2.69597 5.67139 0.37611
C: -2.62252 -3.71221 -2.09923
C: 0.22820 1.39909 -3.40887
C: -0.05899 2.40825 -2.46279
C: 0.45488 1.76676 -5.90042
C: -1.32892 1.62896 3.64118
C: -1.06274 -1.92541 -3.83446
C: 1.55405 -3.02084 4.81370
C: 2.53170 2.48661 -6.86653
C: -1.30971 6.98229 2.37074
C: -2.38391 -5.01056 -1.66507
C: -1.14809 -1.60628 1.81237
C: -0.89374 3.41804 -0.68161
C: 2.32850 2.19509 -4.49010
C: -1.84055 -2.37725 -0.13356
C: -0.90254 0.69668 2.64860
H: -3.49498 9.71028 0.41791
H: -4.82654 -8.20974 -2.12744
H: -1.36615 -2.81370 -4.36663
H: -1.62424 -5.18307 -0.91257
H: -2.02729 3.69920 3.43873
H: 4.12153 2.84398 -5.48457
H: 0.36159 0.61882 5.03282
H: -0.14992 5.19562 2.52318
H: 2.50725 1.69251 -9.41222
H: -3.61407 -8.59605 -3.37385
H: 0.26324 -3.22760 3.14620
H: 1.06525 -4.96265 -1.21824
H: -1.48030 1.41246 4.68546
H: -3.24199 5.15806 -0.40596
H: -4.62235 9.05327 1.63052
H: -3.74353 10.56437 1.95661
H: 2.00389 3.39954 -9.37180
H: -0.58633 1.49437 -6.02732
H: 1.28989 -6.68491 -3.24917
H: 1.99723 -0.21493 6.62092
H: 2.13233 -2.42830 -5.58060
H: 3.66678 -2.79912 -4.74956
H: -2.92163 -4.14267 0.69523
H: 2.76545 2.21680 -3.49799
H: -0.76855 7.51355 3.14310
H: -2.84810 -7.09411 -1.80854
H: 1.90084 -4.04166 4.72504
H: -5.02658 -4.47273 -4.39919
H: 2.58127 -5.37733 -4.78329
H: -2.02299 -3.23586 3.04547
H: -5.34235 -8.82948 -3.71275
H: -3.85803 7.45775 0.18098
H: -3.79960 -2.54212 -3.45236
H: -0.68792 5.49954 -1.47984
H: 2.53058 -1.61050 -4.07314
H: 4.24617 -3.41444 5.18365
H: 0.74301 2.07766 -8.00040
H: -0.11253 -5.60343 -3.38549
H: 0.99423 -4.79993 -5.33563
H: 3.46003 -4.55075 6.31061
H: 4.80603 -3.54031 6.87056
H: 0.02702 -0.77341 -5.33355
H: 0.35728 4.28478 -3.61788
H: 3.64997 2.97071 -9.88563

[4]
A 3-piece molecular cluster, C4H11NO2 overall. Source: the OMol25 dataset; level of theory: the ωB97M-V functional and the def2-TZVPD basis.

Computed properties:
Total charge ... +1
Multiplicity ... 2
HOMO-LUMO gap (spin up / spin down) ... 8.728 / 6.078 eV

Geometry (Å):
O: -2.46461 0.50241 2.49849
O: 0.15689 0.98917 3.58538
N: -0.99618 -0.83881 -1.79880
C: 0.16419 -0.35140 -1.35950
C: 1.24724 -0.19618 -2.21809
C: -1.90752 -1.18723 -0.94281
C: 2.64062 0.03578 -1.77041
H: 3.29347 -0.63816 -2.32856
H: -3.24273 1.06749 2.45637
H: -1.77003 -0.93331 0.10987
H: 2.93389 1.04525 -2.07459
H: 0.97330 1.38343 3.28972
H: 2.69649 -0.12560 -0.69914
H: 0.93794 -0.18786 -3.26385
H: -2.76939 -1.66611 -1.38629
H: 0.30787 -0.07503 -0.30910
H: -2.07334 0.79975 3.34004
H: -0.12811 0.37639 2.87126

Summary of relative energy (zero: lowest compared OMol25 entry of this formula, charge and spin) in kcal per mole
136.6; 160.9; 30.7; 37.1
(order as listed above)